1.
Entry from OMol25: a single C5H12O molecule (wB97M-V/def2-TZVPD).

The LUMO energy comes out at 0.96 eV. As for the energy relative to the best compared isomer or geometry (same formula, charge and spin): 1.027 eV. As for the SMILES: CC(C)CCO. The spin multiplicity is 1. As for the total charge: 0. Its total energy is -7426.28471 eV. The gap between HOMO and LUMO comes out at 0.4053 Eh.

Structure (XYZ):
```
18
C5H12O | OMol25 | wB97M-V/def2-TZVPD
C -1.32693 -0.67884 0.88367
O -1.77049 0.67811 0.97603
C 0.17543 -0.73455 0.66727
C 0.62385 0.37176 -0.32651
C 2.21524 0.43649 -0.31505
C 0.12260 0.00796 -1.72749
H -1.64132 -1.14869 1.87009
H -1.89124 -1.17242 0.07060
H -2.70341 0.58286 0.75802
H 0.91959 -0.80373 1.47234
H 0.27797 -1.72797 0.14631
H 0.31790 1.33282 0.13583
H 2.66322 0.35029 0.69083
H 2.65098 1.29366 -0.83998
H 2.70850 -0.45718 -0.76967
H 0.54232 -0.87549 -2.19894
H -0.97422 -0.07549 -1.67138
H 0.24317 0.84745 -2.41265
```

Mulliken population analysis, charges in e, atoms 1 to 2: -0.568, -0.513


2.
Entry from OMol25: 6 unconnected molecules or ions with the total composition C31H36F24O11 (wB97M-V/def2-TZVPD).

The LUMO energy comes out at -0.14 eV. As for the energy relative to the best compared isomer or geometry (same formula, charge and spin): 17.049 eV. The spin multiplicity is 1. As for the total charge: 0. Its total energy is -120451.97888 eV. The gap between HOMO and LUMO comes out at 0.3293 Eh.

Structure (XYZ):
```
102
C31H36F24O11 | OMol25 | wB97M-V/def2-TZVPD
O 2.09289 0.53072 -1.38380
C 1.09504 0.54568 -0.71829
O 0.88677 1.42823 0.16485
C -0.17656 0.96209 1.04346
C -0.91026 0.03327 0.18003
C 0.02757 -0.48034 -0.86779
H -0.94480 1.66164 1.37292
H 0.20039 0.53696 1.97365
H -1.73939 0.56423 -0.28766
H -1.40347 -0.83228 0.62237
H -0.39374 -0.55448 -1.87033
H 0.41281 -1.42004 -0.47200
O -0.71085 -2.25474 4.52891
C -1.22497 -2.47035 3.40915
O -1.67266 -3.68392 3.04054
C -2.14156 -3.61067 1.71528
C -2.24802 -2.14914 1.36008
C -1.40738 -1.38967 2.32099
H -3.08245 -4.14247 1.57388
H -1.42034 -4.04413 1.02242
H -3.26473 -1.75921 1.40875
H -1.87721 -2.02237 0.34296
H -1.90076 -0.49616 2.70350
H -0.38716 -1.14141 2.02834
O -0.49514 4.36742 1.77571
C -0.83546 4.17914 0.61653
O -0.09548 4.56132 -0.40450
C -0.73073 4.22990 -1.63979
C -1.75012 3.13107 -1.20477
C -2.15212 3.64629 0.13043
H -0.06641 3.90837 -2.44190
H -1.20370 5.09143 -2.11112
H -1.20664 2.18846 -1.26994
H -2.61684 3.04532 -1.86017
H -2.55359 2.92629 0.84353
H -2.81696 4.51003 0.12358
O 0.31976 -2.64237 0.35890
C 0.15814 -3.81105 0.04267
O -1.03931 -4.40546 -0.28327
C -0.94041 -5.76789 -0.68666
C 0.43148 -6.13900 -0.07715
C 1.24096 -4.84726 -0.17405
H -1.05910 -5.97515 -1.75017
H -1.74169 -6.35377 -0.23633
H 0.96864 -6.98491 -0.50608
H 0.31128 -6.32831 0.98954
H 1.70073 -4.64636 -1.14170
H 1.97771 -4.56221 0.57697
C -5.54311 -0.06457 -0.49134
C -4.16276 0.21159 0.09113
C -3.47643 1.39263 -0.71200
F -4.34223 2.41123 -0.62039
F -2.23358 1.80293 -0.38564
F -4.19426 0.40545 1.40995
F -3.33609 -0.90035 -0.09044
O -5.68320 -0.05297 -1.93505
C -6.94624 -0.39419 -2.57256
C -6.86753 -0.01525 -4.10339
F -5.91873 -0.76175 -4.76879
F -7.95208 0.01508 -4.82354
F -7.14451 -1.72096 -2.30042
F -7.84134 0.40512 -1.94407
H -6.29767 0.61206 -0.09021
H -5.75328 -1.06324 -0.10846
H -3.43174 1.13317 -1.76973
H -6.47812 1.00193 -4.06093
C 5.54912 1.50015 -1.21282
C 6.50035 2.49573 -0.55592
C 6.55212 3.94373 -1.17367
F 7.07448 4.03743 -2.39133
F 5.35056 4.56822 -1.09536
F 6.26601 2.46986 0.74554
F 7.78973 2.03612 -0.75481
O 4.15828 1.88265 -1.21341
C 3.61875 2.33904 -2.44132
C 2.89493 1.24092 -3.37353
F 2.24655 1.89430 -4.36585
F 3.74432 0.35243 -3.86901
F 2.68037 3.24287 -2.09448
F 4.54331 2.96284 -3.24122
H 5.50185 0.54293 -0.69358
H 5.85273 1.35685 -2.24982
H 7.20788 4.63561 -0.64510
H 2.09086 0.80268 -2.78232
C 1.78699 -0.89511 1.72147
C 3.29018 -1.29795 1.85643
C 4.13904 -0.35790 1.11259
F 3.94961 0.94589 1.31992
F 5.42610 -0.58264 1.31153
F 3.66385 -1.38309 3.14593
F 3.60733 -2.52135 1.29149
O 1.43367 0.27702 2.35627
C 0.98767 0.30829 3.73779
C 2.00760 0.95138 4.59838
F 2.29792 2.18867 4.16718
F 1.59314 1.05469 5.87221
F -0.08965 0.98899 3.72648
F 0.71527 -0.94701 4.27288
H 1.12076 -1.71099 2.00178
H 1.48526 -0.74565 0.68478
H 4.04412 -0.46488 0.03201
H 2.90768 0.33664 4.59228
```

Mulliken population analysis, charges in e, atoms 1 to 2: -0.640, -0.255


> What is the energy relative to the best compared isomer or geometry (same formula, charge and spin) in the second record?

17.049 eV


> Which value of gap between HOMO and LUMO does entry 1 give?

0.4053 Eh